No. 1
2 unconnected molecules or ions with the total composition C2H2N2O2. Source: the Open Molecules 2025 dataset; level of theory: wB97M-V/def2-TZVPD.

The geometry in ORCA input format:
```
! RIJCOSX wB97M-V def2-TZVPD def2/J DEFGRID3
* xyz 0 3
C 0.0560 1.6772 -0.0875
C 0.8272 0.8258 -0.9282
N -0.6240 2.3244 0.5672
N 1.9930 0.1273 -0.2167
O 1.5936 -0.9075 0.2630
O 3.0447 0.7239 -0.1419
H 0.2250 -0.0176 -1.5318
H 1.4746 1.4066 -2.2108
*
```

The value obtained for the energy above the lowest of the compared OMol25 structures with the same formula, charge and spin is 281.8 kJ/mol. As for the HOMO energy (spin up / spin down): -8.413 / -11.576 eV. The value obtained for the HOMO-LUMO gap (spin up / spin down) is 8.20 / 7.41 eV. The value obtained for the LUMO energy (spin up / spin down) is -0.22 / -4.17 eV. The value obtained for the largest force on an atom is 0.1883 hartree/bohr.

Table of Mulliken atomic charges, one value per atom, all in e:
1 C 0.262
2 C -0.472
3 N -0.302
4 N 0.681
5 O -0.337
6 O -0.448
7 H 0.322
8 H 0.295

---

No. 2
A molecular structure, C13H24CeN4OS. Source: the Open Molecules 2025 dataset; level of theory: wB97M-V/def2-TZVPD.

The geometry in ORCA input format:
```
! RIJCOSX wB97M-V def2-TZVPD def2/J DEFGRID3
* xyz 3 2
Ce 11.4201 3.6292 6.5733
C 10.9385 6.7504 5.1732
C 10.9918 5.7797 4.0185
N 10.4848 4.4043 4.3648
C 8.9775 4.2626 4.3395
C 8.3470 4.5437 5.6624
C 7.0380 5.0103 5.7848
C 6.4748 5.2630 7.0315
C 7.2319 4.9725 8.1841
C 8.5606 4.5746 8.0127
C 9.4901 4.3803 9.1751
N 10.9070 4.5739 8.8039
C 11.4433 5.9568 8.7703
C 10.9529 6.7807 7.6425
N 11.5232 6.1557 6.4018
N 9.1094 4.3230 6.7816
H 11.3891 7.7211 4.8582
H 9.9282 7.0351 5.4928
H 10.4572 6.1680 3.1624
H 12.0141 5.6263 3.6483
H 10.7704 3.7286 3.6757
H 8.6275 4.8802 3.5586
H 8.7665 3.2719 3.9658
H 6.4583 5.1112 4.8715
H 5.4518 5.6776 7.0798
H 6.8330 5.1140 9.1640
H 9.1303 4.9830 10.0313
H 9.3639 3.3376 9.5208
H 11.4147 4.1682 9.5479
H 11.2477 6.4680 9.7432
H 12.5219 5.8063 8.5622
H 9.8860 6.8617 7.7175
H 11.3510 7.7969 7.7314
H 12.5045 6.4292 6.5385
C 15.5709 5.7935 6.6342
S 15.1355 4.0128 6.4798
C 16.1284 3.4767 7.8772
O 13.6510 3.9104 6.9639
H 15.3075 6.2415 7.6376
H 15.1191 6.3488 5.8221
H 16.6568 5.8453 6.5596
H 17.2182 3.2058 7.5374
H 15.7498 2.5554 8.2356
H 16.1945 4.2616 8.6074
*
```

The value obtained for the energy above the lowest of the compared OMol25 structures with the same formula, charge and spin is 45.2 kJ/mol. As for the HOMO energy (spin up / spin down): -18.824 / -18.825 eV. The value obtained for the HOMO-LUMO gap (spin up / spin down) is 9.18 / 9.20 eV. The value obtained for the LUMO energy (spin up / spin down) is -9.64 / -9.63 eV. The value obtained for the largest force on an atom is 0.0534 hartree/bohr.

Table of Mulliken atomic charges, one value per atom, all in e:
1 Ce 1.638
2 C -0.587
3 C -0.933
4 N -0.323
5 C -1.275
6 C 0.883
7 C -0.834
8 C -0.549
9 C -0.955
10 C 0.817
11 C -1.089
12 N -0.106
13 C -0.754
14 C -0.924
15 N -0.090
16 N -0.001
17 H 0.492
18 H 0.365
19 H 0.419
20 H 0.415
21 H 0.406
22 H 0.510
23 H 0.494
24 H 0.519
25 H 0.462
26 H 0.548
27 H 0.443
28 H 0.375
29 H 0.317
30 H 0.479
31 H 0.291
32 H 0.462
33 H 0.612
34 H 0.173
35 C -1.036
36 S 0.422
37 C -0.977
38 O -0.445
39 H 0.356
40 H 0.375
41 H 0.454
42 H 0.413
43 H 0.392
44 H 0.347

---

No. 3
A molecular structure, C10H37BeN18O12. Source: the Open Molecules 2025 dataset; level of theory: wB97M-V/def2-TZVPD.

The geometry in ORCA input format:
```
! RIJCOSX wB97M-V def2-TZVPD def2/J DEFGRID3
* xyz 1 1
Be -0.8566 -3.6902 2.2340
O 0.9035 0.2736 0.3686
C 0.2189 -0.7318 -0.2294
O 0.4043 -1.8933 0.2404
O -0.6416 -0.4077 -1.0794
H 1.3843 -0.1830 1.0792
C 3.8719 -1.7117 1.7702
O 3.5629 -0.5186 1.8776
N 5.0745 -2.2484 2.0592
N 3.0497 -2.5791 1.1310
H 5.6768 -1.5431 2.4617
H 5.5188 -2.9577 1.5049
H 3.3301 -3.5396 1.0487
H 2.1556 -2.2416 0.7877
C -5.2017 0.9299 -0.2700
O -6.0887 1.2001 0.5284
N -5.3528 0.2946 -1.4597
N -3.9175 1.3035 -0.1296
H -4.4711 0.1788 -1.9475
H -6.1583 -0.1742 -1.8297
H -3.6867 1.8128 0.7040
H -3.0935 0.9201 -0.5575
C 1.1652 3.9990 -1.6682
O 0.4435 3.8356 -2.6503
N 2.1473 4.9429 -1.4765
N 1.0203 3.2310 -0.5742
H 2.1823 5.5499 -2.2811
H 2.9515 4.6315 -0.9532
H 1.6230 3.4995 0.1849
H 0.5509 2.3446 -0.5470
C 1.0317 -1.3666 4.3668
O 0.7390 -2.1534 3.4479
N 2.2061 -0.7135 4.4267
N 0.1479 -0.9533 5.3022
H 2.7061 -0.6671 3.5379
H 2.1713 0.1422 4.9536
H -0.7513 -1.3943 5.3645
H 0.5452 -0.3296 5.9801
C 3.5308 2.9919 0.2514
O 3.3228 4.2103 0.1348
N 3.5744 2.3176 1.3907
N 3.8945 2.3495 -0.8848
H 3.9375 1.3771 1.4269
H 3.3149 2.9122 2.1607
H 4.0728 1.3622 -0.9510
H 3.8324 2.9469 -1.6910
C -2.4841 1.7404 -3.5395
O -3.0031 2.6924 -4.0957
N -3.1490 0.5730 -3.3591
N -1.2459 1.6986 -2.9771
H -2.6946 -0.1950 -2.9076
H -3.9218 0.4199 -3.9883
H -1.0357 0.9560 -2.3107
H -0.5760 2.4670 -3.0202
C 1.9512 -1.5551 -3.5959
O 2.7077 -2.0870 -4.4142
N 0.6199 -1.7462 -3.5457
N 2.3331 -0.4280 -2.9690
H 0.1889 -2.3812 -4.1936
H 0.0599 -1.1751 -2.9364
H 3.2740 -0.1576 -3.2030
H 1.8247 0.0606 -2.2550
C -2.7662 -3.7385 -1.0607
O -2.2896 -3.9607 0.0607
N -3.6164 -4.5289 -1.7483
N -2.5026 -2.6088 -1.7325
H -3.8326 -5.3760 -1.2441
H -4.0979 -4.2724 -2.5868
H -2.9689 -2.4458 -2.6037
H -1.7571 -2.0133 -1.3821
C -2.0809 -0.4384 3.0680
O -1.9555 -1.6252 2.7418
N -1.6951 0.6022 2.3365
N -2.6262 -0.0616 4.2543
H -1.1132 0.3560 1.5504
H -1.8696 1.5347 2.6604
H -2.6523 0.8783 4.6051
H -3.0683 -0.7439 4.8473
*
```

The value obtained for the energy above the lowest of the compared OMol25 structures with the same formula, charge and spin is 312.6 kJ/mol. As for the HOMO energy: -10.444 eV. The value obtained for the HOMO-LUMO gap is 1.75 eV. The value obtained for the LUMO energy is -8.69 eV. The value obtained for the largest force on an atom is 0.1330 hartree/bohr.

Table of Mulliken atomic charges, one value per atom, all in e:
1 Be 1.439
2 O 0.361
3 C 0.416
4 O -1.044
5 O -0.169
6 H -0.171
7 C 0.657
8 O -0.816
9 N -0.526
10 N -0.172
11 H 0.284
12 H 0.206
13 H 0.198
14 H 0.071
15 C 0.457
16 O -0.677
17 N -0.272
18 N -0.213
19 H 0.352
20 H 0.178
21 H 0.153
22 H 0.101
23 C 0.411
24 O -0.779
25 N -0.478
26 N -0.231
27 H 0.196
28 H 0.316
29 H 0.393
30 H 0.067
31 C 0.502
32 O -0.352
33 N -0.364
34 N -0.333
35 H 0.122
36 H 0.252
37 H 0.228
38 H 0.174
39 C 0.418
40 O -0.711
41 N -0.195
42 N -0.286
43 H 0.180
44 H 0.218
45 H 0.146
46 H 0.265
47 C 0.333
48 O -0.686
49 N -0.393
50 N -0.078
51 H 0.180
52 H 0.228
53 H -0.027
54 H 0.396
55 C 0.397
56 O -0.692
57 N -0.221
58 N -0.227
59 H 0.194
60 H 0.301
61 H 0.158
62 H 0.212
63 C 0.400
64 O -0.547
65 N -0.372
66 N 0.010
67 H 0.258
68 H 0.176
69 H 0.237
70 H -0.202
71 C 0.550
72 O -0.488
73 N -0.169
74 N -0.383
75 H -0.177
76 H 0.246
77 H 0.133
78 H 0.280

---

No. 4
A molecular structure, C35H43ClDyN2Si2. Source: the Open Molecules 2025 dataset; level of theory: wB97M-V/def2-TZVPD.

The geometry in ORCA input format:
```
! RIJCOSX wB97M-V def2-TZVPD def2/J DEFGRID3
* xyz 1 6
C -2.2534 -0.4966 4.0639
C -2.4543 -0.2981 2.6591
C -1.9548 -1.4475 1.9801
H -2.9388 0.5584 2.1839
C -1.4041 -2.3409 2.9458
C -1.5988 -1.7590 4.2355
H -1.3916 -2.2574 5.1839
H -2.6124 0.1634 4.8554
H -2.0425 -1.6539 0.9188
H -0.9489 -3.3092 2.7295
Dy 0.0203 -0.2600 3.0652
Si -0.6600 -0.2694 -3.5874
C -0.2766 1.3650 -4.3750
C 0.8969 1.5007 -5.1321
H 1.5418 0.6338 -5.3051
C 1.2433 2.7508 -5.6513
H 2.1689 2.8518 -6.2258
C 0.4191 3.8553 -5.4283
H 0.7004 4.8309 -5.8230
C -0.7628 3.7119 -4.6876
H -1.4006 4.5752 -4.5033
C -1.1191 2.4659 -4.1727
H -2.0473 2.3401 -3.6093
C -0.3027 -1.5694 -4.9008
C -0.7302 -1.3520 -6.2228
H -1.3438 -0.4785 -6.4547
C -0.3486 -2.2287 -7.2445
H -0.6639 -2.0339 -8.2704
C 0.4602 -3.3349 -6.9614
H 0.7816 -4.0050 -7.7631
C 0.8612 -3.5778 -5.6429
H 1.4938 -4.4362 -5.4095
C 0.4664 -2.7151 -4.6175
H 0.7875 -2.9089 -3.5896
H -2.0847 -0.2399 -3.2525
Si 1.1534 -0.6876 -1.7989
C 0.2087 -2.2101 -1.1638
C -1.1584 -2.4868 -1.3569
H -1.8161 -1.7805 -1.8718
C -1.7369 -3.6790 -0.9058
H -2.8009 -3.8580 -1.0844
C -0.9685 -4.6148 -0.2186
H -1.4237 -5.5375 0.1447
C 0.3805 -4.3380 0.0265
H 0.9777 -5.0360 0.6182
C 0.9681 -3.1728 -0.4752
H 2.0302 -2.9898 -0.3035
C 0.3251 0.8197 -1.0040
C -1.0054 0.8236 -0.5471
H -1.5598 -0.1168 -0.5053
C -1.6680 2.0278 -0.2812
H -2.7038 2.0085 0.0612
C -1.0210 3.2472 -0.4810
H -1.5416 4.1858 -0.2859
C 0.3134 3.2538 -0.8992
H 0.8266 4.2019 -1.0595
C 0.9959 2.0553 -1.1099
H 2.0518 2.0448 -1.3963
H 2.4372 -0.7418 -1.0969
Cl 2.1364 -0.9949 1.9399
C 2.4317 -1.0953 5.3137
N 1.3034 -0.1378 5.2055
C 0.3833 -0.3463 6.3494
C 1.8613 1.2510 5.2584
C 0.8232 2.2870 4.8245
N 0.3620 2.0570 3.4178
C -0.8603 2.8432 3.1529
C 1.4394 2.3974 2.4511
H 2.0522 -2.1254 5.2661
H 2.9812 -0.9430 6.2568
H 3.1000 -0.9328 4.4648
H -0.5221 0.2665 6.2374
H 0.0899 -1.4018 6.4007
H 0.8775 -0.0689 7.2996
H 2.1638 1.4661 6.2985
H 2.7658 1.2890 4.6333
H -0.0616 2.2724 5.4797
H 1.2786 3.2926 4.8682
H -0.6222 3.9212 3.1579
H -1.2885 2.5751 2.1767
H -1.5978 2.6272 3.9357
H 2.2721 1.6883 2.5438
H 1.0611 2.3436 1.4235
H 1.8040 3.4193 2.6479
*
```

The value obtained for the energy above the lowest of the compared OMol25 structures with the same formula, charge and spin is 0.0 kJ/mol. As for the HOMO energy (spin up / spin down): -10.023 / -10.023 eV. The value obtained for the HOMO-LUMO gap (spin up / spin down) is 7.48 / 7.53 eV. The value obtained for the LUMO energy (spin up / spin down) is -2.55 / -2.50 eV. The value obtained for the largest force on an atom is 0.0669 hartree/bohr.

Table of Mulliken atomic charges, one value per atom, all in e:
1 C -0.675
2 C -0.936
3 C 0.000
4 H 0.606
5 C -0.619
6 C -0.819
7 H 0.767
8 H 0.597
9 H 0.642
10 H 0.538
11 Dy 0.368
12 Si 0.533
13 C 0.359
14 C -0.205
15 H 0.382
16 C -0.613
17 H 0.390
18 C -0.502
19 H 0.386
20 C -0.590
21 H 0.416
22 C -0.350
23 H 0.312
24 C 0.689
25 C -0.390
26 H 0.356
27 C -0.585
28 H 0.385
29 C -0.472
30 H 0.364
31 C -0.767
32 H 0.404
33 C -0.098
34 H -0.019
35 H -0.163
36 Si -0.015
37 C 0.931
38 C -0.289
39 H 0.125
40 C -0.625
41 H 0.412
42 C -0.520
43 H 0.390
44 C -0.751
45 H 0.405
46 C -0.673
47 H 0.422
48 C 1.506
49 C 0.212
50 H 0.159
51 C -0.871
52 H 0.471
53 C -0.552
54 H 0.441
55 C -0.601
56 H 0.410
57 C -1.646
58 H 0.424
59 H -0.181
60 Cl -0.420
61 C -1.133
62 N 0.769
63 C -1.123
64 C -0.870
65 C -0.950
66 N 0.789
67 C -0.697
68 C -0.862
69 H 0.230
70 H 0.395
71 H 0.454
72 H 0.282
73 H 0.318
74 H 0.371
75 H 0.461
76 H 0.397
77 H 0.361
78 H 0.431
79 H 0.393
80 H -0.092
81 H 0.357
82 H 0.414
83 H 0.030
84 H 0.421